Entry 1:
ORCA calculation (the ωB97M-V functional and the def2-TZVPD basis) on a molecular structure, C52H35F15GeIN4PS2V at a distorted geometry.

Cartesian coordinates (Å):
V (0.098, -0.406, -0.578)
C (2.813, 4.769, 1.902)
C (2.503, 3.907, 2.946)
C (1.433, 3.031, 2.828)
C (0.650, 3.005, 1.668)
C (0.977, 3.866, 0.624)
C (2.050, 4.743, 0.743)
P (-0.757, 1.808, 1.664)
C (-1.991, 2.793, 2.662)
C (-3.340, 2.439, 2.519)
C (-4.337, 3.092, 3.226)
C (-4.007, 4.103, 4.123)
C (-2.674, 4.436, 4.309)
C (-1.674, 3.787, 3.588)
C (-1.402, 2.167, -0.037)
C (-2.142, 3.320, -0.316)
C (-2.408, 3.694, -1.627)
C (-1.858, 2.953, -2.663)
C (-1.125, 1.806, -2.383)
C (-0.919, 1.331, -1.074)
H (3.657, 5.444, 1.988)
H (3.084, 3.913, 3.859)
H (1.205, 2.356, 3.648)
H (0.409, 3.856, -0.298)
H (2.289, 5.405, -0.083)
H (-3.600, 1.647, 1.823)
H (-5.375, 2.812, 3.086)
H (-4.783, 4.622, 4.674)
H (-2.402, 5.204, 5.024)
H (-0.642, 4.067, 3.749)
H (-2.497, 3.944, 0.494)
H (-3.002, 4.577, -1.836)
H (-1.997, 3.273, -3.692)
H (-0.689, 1.279, -3.227)
F (1.858, 3.041, 6.155)
C (2.169, 1.782, 6.652)
C (2.632, 0.807, 5.815)
C (2.922, -0.370, 6.459)
F (3.407, -1.450, 5.749)
C (2.780, -0.585, 7.817)
F (3.102, -1.768, 8.404)
C (2.285, 0.435, 8.605)
F (2.114, 0.252, 9.936)
C (1.977, 1.640, 8.014)
F (1.490, 2.651, 8.787)
Ge (2.771, -0.031, 2.988)
S (1.865, 0.023, 0.820)
C (3.923, -1.835, 2.560)
C (3.302, -2.989, 3.017)
F (2.048, -2.923, 3.508)
C (3.893, -4.237, 3.013)
F (3.262, -5.322, 3.504)
C (5.168, -4.376, 2.506)
F (5.767, -5.581, 2.487)
C (5.816, -3.269, 2.009)
F (7.057, -3.403, 1.494)
C (5.187, -2.034, 2.042)
F (5.903, -1.018, 1.502)
C (4.473, 1.227, 2.594)
C (5.496, 1.128, 3.524)
F (5.362, 0.308, 4.581)
C (6.697, 1.804, 3.426)
F (7.671, 1.648, 4.345)
C (6.909, 2.649, 2.359)
F (8.064, 3.330, 2.245)
C (5.925, 2.780, 1.405)
F (6.132, 3.606, 0.356)
C (4.738, 2.077, 1.532)
F (3.854, 2.271, 0.538)
N (-1.046, -1.207, 0.292)
C (-1.721, -2.282, 0.830)
C (-1.272, -2.869, 2.021)
C (-1.889, -3.999, 2.530)
C (-2.973, -4.574, 1.871)
C (-3.421, -4.005, 0.687)
C (-2.813, -2.866, 0.175)
H (-0.415, -2.425, 2.516)
H (-1.514, -4.441, 3.445)
H (-3.460, -5.455, 2.272)
H (-4.248, -4.458, 0.151)
H (-3.154, -2.424, -0.754)
I (1.537, -3.235, -1.054)
C (0.353, -2.425, -2.612)
C (0.221, -3.130, -3.798)
C (-0.762, -2.732, -4.683)
C (-1.672, -1.786, -4.248)
C (-1.479, -1.168, -3.027)
N (-0.399, -1.380, -2.268)
H (0.873, -3.964, -4.009)
H (-0.853, -3.199, -5.656)
H (-2.538, -1.537, -4.846)
H (-2.192, -0.465, -2.624)
C (5.139, -1.626, -3.563)
N (4.220, -0.843, -2.753)
C (4.485, -0.895, -1.316)
C (3.238, -0.097, -3.275)
S (2.009, 0.600, -2.388)
N (3.348, 0.101, -4.672)
C (4.377, 1.088, -5.004)
C (2.096, 0.381, -5.364)
H (5.186, -2.638, -3.157)
H (6.147, -1.200, -3.539)
H (4.790, -1.665, -4.590)
H (5.439, -0.408, -1.099)
H (4.536, -1.933, -0.986)
H (3.699, -0.388, -0.752)
H (5.317, 0.836, -4.514)
H (4.082, 2.095, -4.683)
H (4.534, 1.091, -6.083)
H (1.364, -0.384, -5.110)
H (2.290, 0.347, -6.439)
H (1.678, 1.358, -5.102)

Cartesian forces (eV/Å) of the 3 atoms listed first:
1.3 1.2 2.9
-0.1 0.0 0.0
-0.1 0.1 0.0

HOMO energy (spin up / spin down): -0.85 / -0.88 eV
Multiplicity: 2
<S²>: 0.79
Frontier orbital gap (spin up / spin down): 3.86 / 3.89 eV
Total energy: -222475.106 eV
Total charge: -2



Entry 2:
ORCA calculation (the ωB97M-V functional and the def2-TZVPD basis) on a molecular structure, C46H48As2FN4O4W at a distorted geometry.

Cartesian coordinates (Å):
W (-1.407, 0.635, -0.833)
F (4.306, -3.128, -2.055)
C (3.563, -3.106, -0.935)
C (2.524, -2.235, -0.845)
C (1.774, -2.159, 0.344)
C (0.656, -1.260, 0.447)
O (0.404, -0.446, -0.520)
C (-0.091, -1.332, 1.640)
C (0.359, -2.100, 2.685)
N (1.446, -2.874, 2.620)
C (1.823, -3.659, 3.786)
C (3.134, -3.365, 4.452)
C (1.851, -2.974, 5.118)
C (2.154, -2.964, 1.431)
C (3.213, -3.875, 1.301)
C (3.930, -3.970, 0.122)
N (4.998, -4.848, -0.028)
C (5.175, -5.677, -1.204)
C (6.616, -5.619, -1.678)
N (7.505, -6.050, -0.538)
C (7.282, -5.222, 0.700)
C (5.809, -5.274, 1.089)
C (-1.377, -0.598, 1.830)
O (-1.746, -0.196, 2.900)
O (-2.057, -0.504, 0.692)
H (2.292, -1.578, -1.670)
H (-0.176, -2.095, 3.625)
H (1.467, -4.680, 3.736)
H (3.732, -2.565, 4.037)
H (3.689, -4.203, 4.852)
H (1.615, -1.919, 5.145)
H (1.509, -3.542, 5.971)
H (3.442, -4.532, 2.126)
H (4.521, -5.365, -2.011)
H (4.913, -6.719, -0.967)
H (6.907, -4.603, -1.939)
H (6.805, -6.287, -2.516)
H (8.486, -5.999, -0.819)
H (7.320, -7.034, -0.324)
H (7.584, -4.206, 0.451)
H (7.927, -5.614, 1.484)
H (5.665, -4.613, 1.941)
H (5.549, -6.292, 1.416)
C (-2.310, 4.198, -1.386)
C (-0.951, 4.133, -0.686)
As (-0.963, 2.733, 0.684)
C (0.739, 2.762, 1.577)
C (1.912, 2.779, 0.826)
C (3.139, 2.775, 1.470)
C (3.194, 2.744, 2.858)
C (2.024, 2.715, 3.604)
C (0.791, 2.723, 2.966)
C (-2.309, 3.341, 1.912)
C (-3.442, 2.581, 2.171)
C (-4.432, 3.091, 2.999)
C (-4.286, 4.349, 3.564)
C (-3.149, 5.107, 3.308)
C (-2.159, 4.607, 2.479)
As (-3.111, 2.433, -1.794)
C (-3.512, 2.448, -3.682)
C (-3.813, 3.655, -4.309)
C (-4.166, 3.669, -5.649)
C (-4.229, 2.481, -6.364)
C (-3.951, 1.276, -5.734)
C (-3.595, 1.257, -4.393)
C (-4.785, 2.385, -0.847)
C (-5.224, 1.167, -0.337)
C (-6.427, 1.102, 0.349)
C (-7.188, 2.249, 0.523)
C (-6.753, 3.462, 0.005)
C (-5.552, 3.534, -0.683)
H (-2.224, 4.748, -2.322)
H (-3.033, 4.718, -0.756)
H (-0.721, 5.095, -0.225)
H (-0.145, 3.896, -1.382)
H (1.878, 2.813, -0.258)
H (4.051, 2.815, 0.890)
H (4.152, 2.760, 3.360)
H (2.068, 2.705, 4.684)
H (-0.122, 2.711, 3.551)
H (-3.554, 1.593, 1.749)
H (-5.313, 2.500, 3.206)
H (-5.059, 4.743, 4.211)
H (-3.035, 6.085, 3.755)
H (-1.272, 5.202, 2.288)
H (-3.785, 4.591, -3.765)
H (-4.401, 4.607, -6.134)
H (-4.510, 2.493, -7.408)
H (-4.029, 0.348, -6.285)
H (-3.431, 0.310, -3.893)
H (-4.636, 0.264, -0.465)
H (-6.770, 0.155, 0.745)
H (-8.128, 2.198, 1.056)
H (-7.354, 4.353, 0.132)
H (-5.235, 4.489, -1.087)
N (-1.188, -1.978, -4.137)
C (-1.084, -0.946, -3.314)
O (-1.829, -0.889, -2.297)
C (-0.083, 0.140, -3.583)
C (-0.164, 1.241, -2.517)
H (-1.889, -2.683, -3.966)
H (-0.659, -2.018, -4.993)
H (-0.268, 0.518, -4.592)
H (0.905, -0.326, -3.619)
H (-0.551, 2.159, -2.973)
H (0.838, 1.477, -2.149)

Cartesian forces (eV/Å) of the 3 atoms listed first:
-0.2 -0.2 0.0
0.0 0.0 0.0
-0.1 0.1 0.0

HOMO energy (spin up / spin down): -14.93 / -14.93 eV
Multiplicity: 3
Energy relative to the best compared isomer or geometry (same formula, charge and spin): 0.379 eV
<S²>: 2.01
Frontier orbital gap (spin up / spin down): 7.23 / 7.38 eV
Total energy: -188830.267 eV
Total charge: +3



Number 1 is which compound?
C52H35F15GeIN4PS2V



Which value of multiplicity does entry 1 give?
2



Which of these has the lowest <S²>?
C52H35F15GeIN4PS2V